1.
{"formula": "C10H10BClF4Sc", "method": "wB97M-V/def2-TZVPD", "relative_energy_kj_mol": 48.7, "charge": -1, "symbols": ["C", "C", "C", "H", "C", "C", "H", "H", "H", "H", "Sc", "Cl", "C", "C", "C", "H", "C", "C", "H", "H", "H", "H", "F", "B", "F", "F", "F"], "xyz": [[-2.764, -1.031, -0.078], [-1.972, -1.252, -1.257], [-1.380, 0.003, -1.630], [-1.866, -2.173, -1.812], [-1.805, 1.002, -0.709], [-2.653, 0.359, 0.279], [-3.123, 0.863, 1.121], [-3.437, -1.760, 0.384], [-0.827, 0.206, -2.549], [-1.595, 2.067, -0.803], [-0.615, -0.534, 0.592], [0.001, -2.730, 0.840], [2.685, 0.156, 0.235], [2.111, 1.362, -0.268], [1.650, 1.107, -1.593], [2.080, 2.333, 0.227], [1.904, -0.271, -1.895], [2.564, -0.845, -0.769], [2.956, -1.862, -0.727], [3.145, 0.039, 1.211], [1.227, 1.848, -2.278], [1.662, -0.770, -2.832], [0.036, 0.924, 1.935], [0.019, 0.353, 3.481], [-0.123, 1.457, 4.269], [-1.103, -0.491, 3.398], [1.218, -0.318, 3.552]]}


2.
{"formula": "C10H10Br12F2O6", "method": "wB97M-V/def2-TZVPD", "s_squared": 0.76, "relative_energy_kj_mol": 58.1, "multiplicity": 2, "charge": 1, "symbols": ["C", "C", "O", "C", "O", "O", "F", "H", "H", "H", "C", "C", "O", "C", "O", "O", "F", "H", "H", "H", "C", "Br", "Br", "Br", "H", "C", "Br", "Br", "Br", "H", "C", "Br", "Br", "Br", "H", "C", "Br", "Br", "Br", "H"], "xyz": [[-3.615, 0.286, -2.888], [-4.595, -0.457, -3.764], [-5.521, 0.575, -4.070], [-4.933, 1.822, -3.923], [-5.457, 2.896, -4.250], [-3.678, 1.697, -3.363], [-5.149, -1.450, -3.191], [-2.626, -0.168, -2.956], [-4.065, 0.120, -1.909], [-4.174, -0.660, -4.749], [4.849, -0.057, 2.348], [3.910, 0.768, 3.295], [2.891, -0.072, 3.715], [2.804, -1.078, 2.918], [1.856, -1.825, 2.950], [3.897, -1.065, 2.086], [3.424, 1.764, 2.551], [5.681, -0.553, 2.847], [5.207, 0.674, 1.622], [4.383, 1.312, 4.113], [0.319, 4.041, 0.371], [-1.615, 4.596, 0.396], [1.117, 4.240, 2.183], [1.382, 5.125, -0.899], [0.400, 3.015, 0.010], [-3.688, -3.187, 2.042], [-5.047, -4.387, 2.994], [-1.846, -3.476, 2.756], [-4.075, -1.273, 2.279], [-3.580, -3.420, 0.983], [-0.108, -1.148, 0.557], [-1.773, -1.523, -0.456], [-0.012, 0.690, 1.402], [1.318, -1.492, -0.754], [0.046, -1.860, 1.368], [4.430, -0.986, -1.614], [3.462, 0.761, -1.686], [6.355, -0.646, -1.512], [3.760, -2.144, -3.103], [4.069, -1.454, -0.698]]}


3.
{"formula": "C10H10Br2Dy", "method": "wB97M-V/def2-TZVPD", "s_squared": 9.33, "multiplicity": 6, "charge": -1, "symbols": ["C", "C", "C", "H", "C", "C", "H", "H", "H", "H", "Dy", "Br", "C", "C", "C", "H", "C", "C", "H", "H", "H", "H", "Br"], "xyz": [[-1.172, -0.845, -1.382], [-1.228, -1.864, -0.366], [-1.964, -1.320, 0.763], [-0.725, -2.825, -0.390], [-2.361, 0.024, 0.429], [-1.859, 0.329, -0.888], [-1.944, 1.290, -1.385], [-0.661, -0.934, -2.334], [-2.084, -1.791, 1.730], [-2.871, 0.715, 1.088], [0.007, -0.057, 0.685], [0.863, -1.976, 2.102], [2.054, 1.111, 0.842], [1.214, 1.893, -0.039], [1.040, 1.138, -1.262], [0.711, 2.819, 0.218], [1.759, -0.108, -1.131], [2.398, -0.116, 0.162], [2.973, -0.934, 0.580], [2.275, 1.337, 1.878], [0.429, 1.443, -2.104], [1.782, -0.925, -1.846], [-0.636, 1.595, 2.650]]}


4.
{"formula": "C10H10BrClCu", "method": "wB97M-V/def2-TZVPD", "s_squared": 0.76, "multiplicity": 2, "charge": -2, "symbols": ["C", "C", "C", "H", "C", "C", "H", "H", "H", "H", "Cu", "Cl", "C", "C", "C", "H", "C", "C", "H", "H", "H", "H", "Br"], "xyz": [[0.903, -1.448, 2.667], [0.966, -1.504, 1.235], [-0.337, -1.814, 0.739], [1.873, -1.502, 0.635], [-1.215, -1.885, 1.871], [-0.448, -1.656, 3.050], [-0.869, -1.657, 4.051], [1.732, -1.268, 3.348], [-0.566, -2.034, -0.293], [-2.294, -2.036, 1.834], [-0.087, 0.703, -0.183], [1.553, 1.530, 1.172], [0.223, 2.374, -1.305], [-1.010, 1.779, -1.776], [-0.658, 0.580, -2.478], [-1.983, 2.275, -1.764], [0.743, 0.439, -2.477], [1.307, 1.530, -1.776], [2.326, 1.838, -1.856], [0.330, 3.380, -0.946], [-1.372, -0.029, -3.015], [1.287, -0.226, -3.146], [-2.405, 0.630, 0.410]]}


5.
{"formula": "C10H10BrClIr", "method": "wB97M-V/def2-TZVPD", "s_squared": 8.77, "relative_energy_kj_mol": 0.0, "multiplicity": 6, "symbols": ["C", "C", "C", "H", "C", "C", "H", "H", "H", "H", "Ir", "Br", "C", "C", "C", "H", "C", "C", "H", "H", "H", "H", "Cl"], "xyz": [[-1.256, -0.789, -1.846], [-1.272, -1.775, -0.826], [-1.974, -1.224, 0.327], [-0.861, -2.779, -0.891], [-2.408, 0.105, -0.046], [-1.922, 0.375, -1.360], [-2.035, 1.319, -1.878], [-0.782, -0.897, -2.816], [-2.192, -1.730, 1.256], [-2.986, 0.775, 0.578], [-0.155, -0.090, 0.204], [0.888, -1.770, 1.605], [1.946, 1.092, 0.416], [1.105, 1.884, -0.473], [1.060, 1.220, -1.737], [0.704, 2.871, -0.241], [1.785, -0.021, -1.614], [2.410, -0.048, -0.326], [3.129, -0.779, 0.027], [2.285, 1.387, 1.403], [0.590, 1.610, -2.637], [1.882, -0.798, -2.371], [-0.482, 1.223, 2.030]]}


6.
{"formula": "C10H10Cl10CuF12MgO12S4", "method": "wB97M-V/def2-TZVPD", "s_squared": 0.75, "multiplicity": 2, "symbols": ["Cu", "Mg", "C", "F", "F", "F", "S", "O", "O", "O", "C", "F", "F", "F", "S", "O", "O", "O", "C", "F", "F", "F", "S", "O", "O", "O", "C", "F", "F", "F", "S", "O", "O", "O", "Cl", "C", "C", "Cl", "H", "H", "H", "H", "Cl", "C", "C", "Cl", "H", "H", "H", "H", "C", "Cl", "Cl", "Cl", "H", "C", "Cl", "Cl", "Cl", "H"], "xyz": [[-1.917, -2.720, -1.163], [2.590, -1.087, -0.695], [0.607, -1.098, -4.849], [-0.644, -0.690, -4.873], [0.909, -1.735, -5.948], [1.429, -0.089, -4.716], [0.822, -2.275, -3.346], [1.796, -1.666, -2.494], [-0.452, -2.371, -2.587], [1.199, -3.527, -3.978], [-0.524, 0.780, 1.609], [-1.731, 0.702, 2.130], [-0.041, 1.988, 1.744], [0.231, -0.109, 2.249], [-0.506, 0.280, -0.233], [0.882, -0.156, -0.378], [-1.516, -0.797, -0.397], [-0.809, 1.437, -1.027], [1.548, -4.795, 1.624], [0.698, -5.773, 1.910], [1.506, -3.856, 2.568], [2.767, -5.266, 1.491], [1.020, -3.938, 0.018], [1.835, -2.708, -0.034], [1.257, -4.903, -1.037], [-0.394, -3.527, 0.041], [4.795, 2.290, -2.878], [5.938, 2.663, -3.395], [4.426, 3.086, -1.888], [3.862, 2.375, -3.827], [4.853, 0.459, -2.347], [6.031, 0.327, -1.496], [3.598, 0.239, -1.585], [4.870, -0.307, -3.579], [-4.241, 1.522, -0.681], [-3.437, 2.661, 0.441], [-4.148, 4.002, 0.436], [-3.424, 5.103, 1.617], [-2.394, 2.757, 0.147], [-3.476, 2.238, 1.442], [-5.205, 3.811, 0.616], [-4.049, 4.537, -0.506], [-0.415, -2.216, 5.513], [-1.836, -1.965, 4.518], [-1.802, -2.838, 3.269], [-2.970, -2.162, 2.087], [-1.908, -0.921, 4.224], [-2.727, -2.130, 5.122], [-2.038, -3.887, 3.415], [-0.840, -2.727, 2.784], [-0.773, 2.672, 5.720], [0.274, 3.358, 6.942], [-1.898, 3.910, 5.113], [-1.655, 1.290, 6.373], [-0.169, 2.316, 4.895], [-0.329, 2.979, -3.948], [-0.998, 4.151, -2.805], [1.064, 3.612, -4.913], [-1.609, 2.533, -5.089], [0.067, 2.160, -3.362]]}


7.
{"formula": "C10H10ClNO2Zr", "method": "wB97M-V/def2-TZVPD", "relative_energy_kj_mol": 0.0, "charge": 2, "symbols": ["Cl", "C", "C", "C", "H", "C", "C", "H", "H", "H", "C", "Zr", "C", "C", "O", "O", "H", "H", "H", "C", "C", "N", "H", "H", "H"], "xyz": [[-1.172, -1.194, 2.096], [1.641, -1.419, -1.037], [0.933, -0.483, -1.874], [-0.444, -0.887, -1.919], [1.380, 0.324, -2.453], [-0.585, -2.076, -1.126], [0.711, -2.416, -0.599], [0.949, -3.323, -0.042], [2.713, -1.424, -0.864], [-1.235, -0.477, -2.552], [-1.832, -2.882, -0.948], [0.142, -0.252, 0.380], [2.258, 1.208, 0.152], [1.632, 0.051, 2.293], [3.070, 2.019, 0.214], [2.132, 0.291, 3.303], [-2.716, -2.257, -1.116], [-1.905, -3.318, 0.055], [-1.897, -3.717, -1.657], [-1.050, 4.158, 1.447], [-0.803, 2.844, 0.931], [-0.577, 1.755, 0.587], [-1.522, 4.073, 2.444], [-1.731, 4.693, 0.761], [-0.093, 4.706, 1.523]]}


8.
{"formula": "C10H10F3IOS", "method": "wB97M-V/def2-TZVPD", "relative_energy_kj_mol": 0.0, "symbols": ["C", "C", "C", "O", "S", "C", "F", "F", "F", "C", "C", "C", "C", "C", "C", "I", "H", "H", "H", "H", "H", "H", "H", "H", "H", "H"], "xyz": [[-0.653, 0.396, 1.776], [-0.337, 0.647, 0.295], [-1.360, 1.721, -0.124], [0.903, 1.357, 0.194], [2.237, 0.709, 1.022], [3.001, 2.052, 2.024], [2.919, 1.634, 3.331], [2.333, 3.214, 1.819], [4.307, 2.221, 1.671], [-0.443, -0.589, -0.634], [0.546, -0.783, -1.652], [0.565, -1.897, -2.498], [-0.451, -2.836, -2.340], [-1.463, -2.665, -1.416], [-1.492, -1.570, -0.564], [-3.395, -1.542, 0.678], [-0.369, -0.589, 2.047], [-1.722, 0.494, 1.921], [-0.145, 1.121, 2.437], [-1.399, 2.599, 0.554], [-2.380, 1.336, -0.086], [-1.181, 2.086, -1.130], [1.323, -0.037, -1.807], [1.378, -1.948, -3.228], [-0.463, -3.712, -2.982], [-2.259, -3.420, -1.310]]}


Short version: DFT total energy = -55311.7806 -868749.0375 -174704.9024 -137734.9434 -95930.7300 -286362.6949 -29905.2579 -39666.5830 eV, in the order given.
Short version: M = 297.403 1223.028 452.498 309.093 437.764 1120.803 302.872 362.154 g/mol, in the order given.